Entry a
Formula: C5H10N3O
Source: the OMol25 dataset
Level of theory: ωB97M-V with the def2-TZVPD basis set

Last column: Löwdin charge in e.
Cartesian coordinates (Å):
C  2.683  -0.648  0.355  -0.26
C  -0.131  1.507  0.095  -0.29
C  -1.131  -1.453  -0.248  -0.09
C  -1.370  0.897  0.700  -0.07
C  -1.953  -0.175  -0.232  -0.22
N  1.942  0.440  0.740  0.19
N  0.971  0.894  0.189  0.21
N  3.226  -0.759  -0.766  0.19
O  -0.330  2.549  -0.667  0.20
H  2.827  -1.286  1.239  0.14
H  -1.601  -2.182  -0.901  0.09
H  -1.066  -1.888  0.746  0.08
H  -0.124  -1.275  -0.624  0.05
H  -1.148  0.461  1.675  0.14
H  -2.081  1.716  0.816  0.14
H  -2.955  -0.402  0.134  0.12
H  -2.055  0.226  -1.240  0.12
H  3.838  -1.553  -0.922  0.09
H  0.457  2.931  -1.089  0.17

Computed properties:
multiplicity: 1
orbital gap: 8.80 eV
structure (SMILES): [H]/N=C/N=[N+]=C(O)CCC
total charge: +1

---

Entry b
Formula: C5H10N3O
Source: the OMol25 dataset
Level of theory: ωB97M-V with the def2-TZVPD basis set

Last column: Löwdin charge in e.
Cartesian coordinates (Å):
O  -2.448  0.349  0.102  -0.10
C  -1.710  -0.408  -0.891  -0.24
C  -0.683  0.535  -1.703  -0.12
C  0.802  -0.001  -1.373  -0.10
N  0.976  0.119  0.111  -0.15
C  1.263  -0.990  0.937  0.07
N  1.279  -0.358  2.216  0.11
C  1.044  1.045  2.067  0.01
N  0.833  1.325  0.697  0.16
H  -2.329  -0.047  0.991  0.09
H  -2.431  -0.838  -1.662  0.13
H  -1.196  -1.261  -0.333  0.11
H  -0.855  1.599  -1.314  0.12
H  -0.879  0.547  -2.826  0.13
H  1.618  0.510  -1.972  0.14
H  0.887  -1.123  -1.602  0.14
H  1.393  -2.067  0.624  0.18
H  1.433  -0.827  3.119  0.17
H  1.004  1.890  2.813  0.16

Computed properties:
multiplicity: 1
orbital gap: 9.36 eV
structure (SMILES): OCCCn1c[nH+]cn1
total charge: +1

---

Stability, highest: entry b

---

Entry a
Formula: C4H11ClNSi
Source: the OMol25 dataset
Level of theory: ωB97M-V with the def2-TZVPD basis set

Last column: Löwdin charge in e.
Cartesian coordinates (Å):
C  -0.284  0.230  0.607  -0.06
C  -1.978  0.009  0.664  -0.12
C  1.652  1.256  -0.223  0.00
C  1.346  -1.135  -0.496  0.01
N  0.659  0.180  -0.461  -0.23
Si  -3.272  0.146  2.018  0.14
Cl  -2.471  0.551  3.790  0.33
H  0.126  0.340  1.594  0.09
H  -2.338  -0.144  -0.346  0.02
H  2.423  1.251  -0.990  0.11
H  1.161  2.227  -0.207  0.12
H  2.126  1.094  0.746  0.12
H  1.731  -1.363  0.498  0.12
H  0.652  -1.919  -0.787  0.12
H  2.179  -1.107  -1.198  0.11
H  0.191  0.337  -1.361  0.20
H  -3.939  -1.152  1.949  -0.04
H  -4.117  1.224  1.502  -0.04

Computed properties:
multiplicity: 1
orbital gap (spin up / spin down): 9.03 / 8.89 eV
structure (SMILES): C[NH+](C)/C=C/[SiH2]Cl
total charge: +1

---

Entry b
Formula: C4H11ClNSi
Source: the OMol25 dataset
Level of theory: ωB97M-V with the def2-TZVPD basis set

Last column: Löwdin charge in e.
Cartesian coordinates (Å):
C  -0.290  0.731  0.459  -0.13
C  3.151  1.578  -0.282  -0.09
C  -0.696  -1.575  1.172  -0.02
C  -2.096  -0.487  -0.569  -0.02
N  -0.789  -0.605  0.089  -0.40
Si  1.277  1.398  -0.529  0.38
Cl  1.419  -0.297  -1.810  0.41
H  -0.615  1.144  1.409  0.08
H  3.518  0.633  0.019  -0.03
H  -1.042  -2.638  0.858  0.15
H  0.381  -1.502  1.324  0.11
H  -1.403  -1.350  1.981  0.11
H  -2.166  0.408  -1.365  0.15
H  -2.392  -1.429  -1.128  0.13
H  -2.651  -0.115  0.379  0.13
H  0.077  -0.774  -0.600  -0.01
H  3.786  2.568  -0.120  0.08
H  0.531  2.312  -1.287  -0.04

Computed properties:
multiplicity: 1
orbital gap (spin up / spin down): 8.82 / 8.09 eV
total charge: +1

---

Stability, highest: entry a